DFT (ωB97M-V/def2-TZVPD) results for the molecule CH2O2S3 in a non-equilibrium geometry.

```
8
Properties=species:S:1:pos:R:3:forces:R:3
C -0.004 0.126 -0.010 -0.6 1.2 -1.8
O 0.769 -0.755 0.106 1.6 -1.4 0.5
O 0.167 1.176 -0.862 -3.3 0.4 3.0
S 1.662 1.030 -1.725 3.3 -3.0 -3.6
S -1.395 -1.449 1.961 -0.2 0.1 0.3
S -1.575 0.169 0.707 -1.1 -0.2 0.7
H 1.969 2.163 -1.276 0.4 2.7 1.0
H -1.593 -2.461 1.100 0.0 0.2 -0.2
```
Positions in Å, forces in eV/Å.

Output
LUMO (spin up / spin down), eV: 0.4 / -2.9
ΔE to the lowest compared entry with this formula, charge and spin, kcal per mole: 12.7
2S+1: 3
Orbital gap (spin up / spin down), eV: 7.1 / 6.9
Strongest force on any atom, Eh/bohr: 0.111

Mulliken population analysis, charges in e, atoms 1 to 4: number 1, C, carries 0.7007; number 2, O, carries -0.4512; number 3, O, carries -0.3376; number 4, S, carries -0.0078